No. 1
Computed, not measured: a 5-piece molecular cluster, C12H34FN2O6 overall, with ωB97M-V/def2-TZVPD.

Calculated values
multiplicity	1
LUMO level	2.504	eV
E_tot	-30975.1242	eV
charge	-1
Kohn-Sham gap	6.682	eV

```
55
Properties=species:S:1:pos:R:3:mulliken_charge:R:1
H -2.72 -2.10 3.21 0.29
H 7.42 3.34 1.22 0.32
H 5.29 2.45 -0.34 0.28
H -7.21 1.40 -4.30 0.32
C 6.72 2.61 0.82 -0.34
O 5.74 3.21 0.03 -0.51
H -2.02 -3.31 4.39 0.25
C 3.31 -2.21 -3.55 -0.39
H -4.26 0.71 -1.23 0.25
H -0.16 -0.67 2.64 0.43
H 2.95 -1.92 -4.54 0.27
H 0.63 1.44 6.34 0.35
N 0.16 1.98 3.70 -0.80
H -5.41 -0.89 -4.39 0.37
C -1.82 -2.49 3.70 -0.78
H -5.08 -1.65 -1.14 0.30
O -1.06 -1.50 4.33 -0.32
C 0.23 0.64 4.31 0.50
C -5.19 -0.09 -3.69 -0.74
C -0.69 -0.38 3.55 -0.72
H -4.77 0.79 -4.17 0.37
C -7.44 0.54 -3.68 -0.78
C 4.61 -1.46 -3.30 -0.31
H 3.48 -3.28 -3.60 0.30
H -3.16 -0.89 -3.46 0.33
H -8.18 0.91 -2.97 0.26
H -1.15 -2.96 2.98 0.33
H 5.24 2.61 2.36 0.25
N -3.53 0.49 -1.88 -0.71
C 5.91 1.87 1.92 -0.38
H 4.30 1.32 0.98 0.32
H 6.59 1.48 2.68 0.34
H 2.29 -0.89 -2.47 0.26
H -4.80 -2.63 -2.52 0.34
O 4.50 -0.04 -3.25 -0.48
C -3.99 -0.56 -2.84 0.37
H 3.64 0.21 -2.89 0.26
H -2.81 0.12 -1.28 0.27
H 5.34 -1.71 -4.07 0.27
H 4.97 -1.64 -2.29 0.25
H -0.81 2.11 3.44 0.26
O 5.06 0.89 1.37 -0.54
H -1.61 0.11 3.24 0.30
C -4.36 -1.82 -1.94 -1.35
H 1.28 0.36 4.19 0.30
O 2.27 -1.84 -2.63 -0.47
H -7.92 -0.32 -4.16 0.29
H -1.10 1.29 5.85 0.25
O -6.31 0.24 -2.92 -0.29
C -0.09 0.91 5.71 -1.27
H -0.07 -0.13 6.05 0.33
H -3.42 -2.11 -1.49 0.40
H 0.41 1.83 2.73 0.30
F 1.60 1.71 -0.96 -0.95
H 7.26 1.91 0.20 0.23
```


No. 2
Computed, not measured: a 4-piece molecular cluster, C12H34N2O4 overall, with ωB97M-V/def2-TZVPD.

Calculated values
multiplicity	2
LUMO level (spin up / spin down)	-2.792 / -9.232	eV
relative energy (zero: lowest compared OMol25 entry of this formula, charge and spin)	117.4	kJ/mol
<S²>	0.754
E_tot	-24153.2309	eV
charge	+1
Kohn-Sham gap (spin up / spin down)	9.305 / 2.863	eV

```
52
Properties=species:S:1:pos:R:3:mulliken_spin:R:1
H 2.63 -1.80 0.19 0.01
H 1.05 -5.59 -1.19 0.00
C 2.72 0.58 -2.22 0.00
H 2.79 1.67 -2.26 0.00
H -2.47 1.52 2.62 0.00
O -3.13 2.83 1.08 0.00
C 2.55 -2.82 0.57 0.07
H 0.69 1.43 -0.62 0.00
O 1.88 -2.83 1.81 0.65
O -2.26 0.71 3.09 0.04
H -0.86 -0.75 3.01 0.00
H -2.62 -1.23 1.44 0.00
C -1.19 0.08 2.40 0.00
H -1.29 0.14 -1.56 0.00
C -1.93 -0.44 1.16 0.02
H 1.69 -1.07 2.40 0.08
H -2.09 0.35 -3.81 0.00
C -2.64 4.17 1.39 0.00
H -2.01 2.93 -2.14 0.00
H -1.33 4.90 3.00 0.00
C -1.04 1.11 -1.99 0.00
C -1.72 3.95 2.64 0.00
N 2.27 -3.34 -1.79 0.01
H -2.06 4.65 0.60 0.00
H 3.23 0.23 -3.12 0.00
O 1.32 0.47 -2.37 0.00
H -1.16 -0.88 0.53 -0.01
H 1.82 -3.78 -2.59 0.00
C 2.30 -1.89 2.77 0.03
H 0.69 -3.14 -0.39 0.01
H -2.63 2.62 0.29 0.00
H 3.51 -3.31 0.68 0.05
H -3.44 4.82 1.73 0.00
H 0.71 2.48 -2.07 0.00
H -2.18 3.49 3.51 0.00
H -2.51 0.31 0.62 0.00
H -0.30 0.67 2.18 0.01
H 3.13 0.24 -1.27 0.00
C 1.68 -3.59 -0.46 0.01
H 0.88 -5.26 0.49 0.00
H -1.36 1.99 -4.03 0.00
C 0.51 1.48 -1.69 0.00
H 2.10 -2.20 3.79 0.01
N -2.04 2.10 -1.56 0.00
H -0.40 0.54 -4.03 0.00
H 3.36 -1.62 2.68 0.01
H -2.95 1.70 -1.72 0.00
C 1.55 -5.09 -0.36 0.00
H -0.94 3.29 2.27 0.00
H 2.21 -2.35 -1.98 0.00
C -1.27 1.01 -3.55 0.00
H 2.54 -5.51 -0.17 0.00
```


No. 3
Computed, not measured: a 4-piece molecular cluster, C12H34N2O6 overall, with ωB97M-V/def2-TZVPD.

Calculated values
multiplicity	1
LUMO level	0.291	eV
relative energy (zero: lowest compared OMol25 entry of this formula, charge and spin)	198.6	kJ/mol
E_tot	-28256.7417	eV
Kohn-Sham gap	9.903	eV
SMILES string	COC[C@H](C)N.COC[C@H](C)N.OCCO.OCCO

```
54
Properties=species:S:1:pos:R:3:mulliken_charge:R:1
H 3.25 -4.24 -0.09 0.35
H 4.64 1.17 5.89 0.34
H -3.93 -0.54 -6.13 0.23
H -0.58 1.02 0.53 -0.03
H 2.57 -3.98 -2.49 0.27
H 1.48 1.81 2.31 0.27
O -0.37 1.40 3.28 -0.48
H -2.88 0.10 -4.91 0.19
H -0.24 -0.73 -2.06 0.33
H 3.63 -1.24 -0.28 0.24
H 3.42 1.24 7.22 0.30
H -4.19 3.69 -1.97 0.24
C -3.62 2.06 -3.17 0.47
H 3.56 -2.23 1.17 0.35
C 2.94 -3.32 -0.57 0.29
H -5.73 1.61 -3.15 0.36
H 4.83 -2.56 -0.04 0.43
H 0.23 2.86 1.86 0.37
H 2.73 0.37 4.50 0.19
N 3.31 -3.50 -1.99 -0.73
H 2.90 -0.78 6.88 0.32
H 0.91 -3.91 -0.93 0.47
H 0.95 -1.01 0.57 0.47
H -1.02 -1.43 -0.65 0.35
O 1.09 -1.83 -0.97 -0.48
H -5.07 2.57 -4.44 0.39
N -3.63 3.46 -2.78 -0.71
H -2.84 2.00 -3.92 0.29
O 3.78 -0.54 6.58 -0.53
H 2.68 2.09 4.87 0.30
C -0.23 -1.58 -1.39 -0.91
C -4.90 1.67 -3.85 -0.81
H 1.12 1.06 0.24 0.34
C 0.40 1.83 2.17 -0.73
H -2.71 3.75 -2.49 0.25
O 1.25 0.81 5.73 -0.57
H -0.70 -2.44 -1.87 0.42
C 3.70 0.78 6.27 -0.58
H -3.70 1.25 -6.16 0.31
C 0.38 0.76 0.99 0.05
O -4.87 0.49 -4.69 -0.37
H -3.39 0.09 -2.50 0.31
H 1.06 -2.96 0.64 0.37
C -3.73 0.35 -5.54 -0.57
H 0.56 0.88 5.07 0.36
H 3.29 -2.60 -2.44 0.30
H -3.94 1.20 -1.20 0.37
O 0.73 -0.56 1.38 -0.56
H -1.29 1.63 3.09 0.29
C -3.28 1.08 -2.06 -1.17
C 1.39 -3.09 -0.39 -0.68
H -2.32 1.18 -1.54 0.21
C 3.80 -2.25 0.10 -1.34
C 2.56 1.09 5.30 -0.14
```


No. 4
Computed, not measured: a 4-piece molecular cluster, C12H34N2O6 overall, with ωB97M-V/def2-TZVPD.

Calculated values
multiplicity	1
LUMO level	0.572	eV
relative energy (zero: lowest compared OMol25 entry of this formula, charge and spin)	0.0	kJ/mol
E_tot	-28258.7998	eV
Kohn-Sham gap	9.865	eV
SMILES string	COC[C@H](C)N.COC[C@H](C)N.OCCO.OCCO

```
54
Properties=species:S:1:pos:R:3:mulliken_charge:R:1
H -0.12 2.72 2.52 0.30
C -0.10 1.63 2.56 -0.48
H 3.70 -3.66 1.24 0.33
O -2.25 -0.23 -1.20 -0.42
H 2.69 -2.65 4.61 0.24
H -0.10 4.06 0.31 0.18
H -1.44 2.47 -2.58 0.07
H 0.93 1.50 -2.71 0.30
O 1.12 1.28 3.16 -0.54
O -0.51 -0.22 0.99 -0.47
H -1.63 3.63 -0.41 0.33
H 0.70 1.38 0.52 0.30
C -0.70 4.17 -0.60 -0.78
H 3.23 -4.87 2.41 0.41
H -0.85 5.22 -0.84 0.37
H 0.30 -0.74 1.14 0.25
H 1.52 -3.71 -0.02 0.37
H -2.62 -2.13 -0.46 0.12
C 3.20 -3.80 2.20 -0.68
H 0.23 0.94 -4.02 0.31
H 0.88 -4.89 1.11 0.43
C -3.09 -1.36 -1.10 -0.23
H 2.39 -1.64 0.93 0.26
H -5.09 -1.87 -0.60 0.36
H -0.95 1.27 3.15 0.27
H -1.79 -0.10 -0.35 0.29
H -4.29 0.78 -1.23 0.32
H 0.20 2.88 -6.07 0.39
H 3.43 -4.25 4.73 0.30
N 1.91 -1.73 1.82 -0.51
H 0.98 3.74 -3.95 0.24
H 1.26 -3.33 3.03 0.24
H -1.29 2.24 -5.33 0.34
H 1.26 0.33 3.12 0.30
H -0.97 4.00 -5.33 0.39
C 1.03 -3.81 0.95 -1.61
H -3.17 -1.81 -2.09 0.29
C -4.45 -0.99 -0.52 -0.44
H -0.01 -3.48 0.87 0.32
C -0.52 3.01 -5.26 -1.45
H -4.32 -0.82 0.56 0.22
H 2.61 -1.36 2.46 0.35
C 1.80 -3.19 2.09 0.25
O 4.04 -3.08 3.11 -0.37
N 0.89 1.66 -3.71 -0.72
O -5.00 0.12 -1.18 -0.52
C -0.19 1.17 1.12 0.20
O 0.03 3.47 -1.59 -0.34
C -0.74 3.28 -2.78 -0.45
H -1.34 4.18 -3.00 0.43
C 0.22 2.96 -3.92 0.40
C 3.61 -3.21 4.45 -0.63
H 4.36 -2.85 5.15 0.26
H -0.98 1.71 0.58 -0.09
```


No. 5
Computed, not measured: C12H34O6V as an isolated structure, with ωB97M-V/def2-TZVPD.

Calculated values
multiplicity	4
LUMO level (spin up / spin down)	0.671 / 0.657	eV
relative energy (zero: lowest compared OMol25 entry of this formula, charge and spin)	57.8	kJ/mol
<S²>	3.754
E_tot	-50968.5492	eV
Kohn-Sham gap (spin up / spin down)	6.205 / 8.674	eV

```
53
Properties=species:S:1:pos:R:3:mulliken_spin:R:1
H 21.13 3.39 -11.28 0.00
H 17.05 0.81 -15.05 0.01
H 16.43 -0.39 -10.35 0.00
H 19.33 -1.77 -14.61 0.00
C 17.28 -1.18 -14.73 -0.01
C 20.99 4.12 -12.08 0.01
H 18.64 -1.46 -13.07 0.00
H 14.73 -0.02 -9.84 0.00
C 15.70 0.39 -10.13 0.00
H 23.28 2.22 -15.89 0.00
H 22.74 -0.54 -15.34 0.00
H 23.07 4.57 -12.30 0.00
H 21.77 3.03 -16.19 0.00
C 22.23 4.28 -12.94 0.00
H 16.33 -1.41 -14.23 0.00
H 22.60 3.36 -13.41 0.00
H 17.28 2.11 -11.01 0.00
C 14.94 0.54 -12.49 0.00
H 21.87 1.50 -14.12 0.00
H 19.54 4.35 -13.38 0.00
H 15.01 1.10 -13.42 0.00
H 22.07 5.04 -13.70 0.00
H 15.52 -0.38 -12.58 0.00
H 16.44 -1.02 -16.73 0.00
C 21.68 -0.27 -15.27 0.00
H 21.21 5.68 -10.58 0.00
V 18.64 1.79 -13.27 2.88
H 17.44 -2.42 -16.45 0.00
H 15.03 2.23 -11.10 0.00
O 16.92 1.65 -11.77 0.03
C 18.41 -1.91 -14.04 0.02
C 15.57 1.31 -11.34 0.00
H 19.77 1.35 -16.01 0.00
H 20.37 0.17 -12.45 0.01
C 22.24 2.04 -16.17 0.00
H 21.24 -0.64 -16.20 0.00
H 13.91 0.23 -12.30 0.00
H 16.14 0.89 -9.26 0.00
H 18.25 -2.98 -13.94 0.00
H 19.58 5.33 -11.05 0.00
C 21.51 1.22 -15.11 0.01
O 19.91 3.61 -12.88 0.02
C 20.59 5.45 -11.46 0.00
H 20.59 6.31 -12.12 0.00
O 20.11 1.58 -15.14 0.00
H 18.26 -0.84 -16.61 0.00
O 17.53 0.23 -14.44 -0.02
H 22.15 1.64 -17.18 0.00
C 17.37 -1.34 -16.25 0.00
H 17.26 4.01 -14.35 0.01
O 19.77 0.70 -11.92 0.02
O 17.63 3.13 -14.45 0.03
H 21.33 -0.80 -14.38 0.00
```


No. 6
Computed, not measured: C12H35Be2N2O8 as an isolated structure, with ωB97M-V/def2-TZVPD.

Calculated values
multiplicity	1
LUMO level	-15.042	eV
E_tot	-33134.2257	eV
charge	+3
Kohn-Sham gap	1.951	eV

```
59
Properties=species:S:1:pos:R:3:mulliken_charge:R:1
C 12.10 11.40 38.12 -0.47
H 12.49 12.10 38.86 0.28
H 15.42 16.33 38.69 0.28
H 18.18 14.69 34.41 0.53
H 14.01 11.14 33.72 0.27
O 12.45 16.54 36.21 -0.41
H 17.85 12.01 33.93 0.43
O 14.14 15.47 35.30 -0.43
H 9.91 14.62 35.55 -0.27
C 13.21 15.58 36.17 0.40
C 9.45 14.40 36.52 -0.09
H 18.01 14.65 32.67 0.47
H 12.14 16.34 31.63 0.46
H 12.96 11.06 32.33 0.36
H 10.74 12.86 33.37 0.54
H 16.13 14.44 37.94 0.28
H 11.76 15.12 33.87 -1.04
H 11.48 13.14 31.83 0.42
H 12.16 14.97 30.89 0.28
H 11.74 9.49 38.07 0.33
C 17.45 14.75 33.60 -1.04
H 11.05 14.85 37.17 0.32
Be 12.03 19.02 35.90 1.10
H 12.30 10.93 33.85 0.35
N 15.41 13.94 32.59 -0.14
C 10.11 15.45 32.62 -1.51
H 9.49 15.13 33.46 0.30
H 18.55 16.84 33.09 0.36
H 15.87 13.80 31.70 0.39
H 17.51 17.97 33.95 0.35
O 10.19 14.88 37.60 -0.36
H 11.24 11.84 37.63 0.18
H 13.68 14.07 36.79 0.12
H 10.09 16.53 32.67 0.44
H 9.36 13.31 36.50 0.28
C 11.45 14.90 32.85 1.81
C 11.55 13.40 32.88 -1.12
H 14.77 13.16 32.58 0.03
H 16.27 11.57 33.09 0.33
H 15.85 15.39 40.26 0.31
O 15.30 14.44 38.42 -0.38
H 16.03 13.52 34.58 -0.02
H 14.24 15.57 39.62 0.22
H 8.42 14.75 36.55 0.39
N 12.37 15.37 31.79 -0.57
C 16.44 13.61 33.57 0.61
H 12.98 11.33 37.48 0.28
H 9.65 15.14 31.68 0.42
C 13.06 11.49 33.32 -0.86
O 11.97 10.09 38.78 -0.43
C 15.28 15.46 39.33 -0.61
H 17.54 12.43 32.27 0.45
O 12.85 12.88 33.45 -0.30
C 17.87 16.94 33.93 -0.89
C 17.06 12.31 33.25 -1.40
O 12.88 14.56 36.98 -0.21
Be 14.52 16.30 32.81 0.93
H 18.35 16.77 34.90 0.31
O 16.76 16.02 33.77 -0.06
```


No. 7
Computed, not measured: a 6-piece molecular cluster, C12H35INO9 overall, with ωB97M-V/def2-TZVPD.

Calculated values
multiplicity	1
LUMO level	2.678	eV
E_tot	-41031.4337	eV
charge	-1
Kohn-Sham gap	8.394	eV

```
58
Properties=species:S:1:pos:R:3:mulliken_charge:R:1
O 27.17 -10.81 -10.52 -0.35
H 31.23 -12.19 -12.81 0.02
H 28.32 -11.24 -12.23 0.36
H 34.41 -11.89 -7.71 0.30
C 36.39 -11.72 -14.94 -0.43
H 32.95 -5.82 -10.80 0.28
C 35.42 -11.84 -8.11 -0.59
H 28.90 -14.51 -11.88 0.29
H 33.98 -11.50 -10.89 0.03
C 30.61 -13.35 -11.35 0.16
C 26.59 -12.07 -10.52 -0.61
H 29.60 -14.91 -10.29 0.36
H 27.32 -12.86 -10.31 0.11
O 30.56 -15.73 -11.90 -0.57
H 29.19 -9.30 -10.82 0.21
O 35.25 -13.12 -13.32 -0.47
H 30.14 -9.63 -12.84 0.07
H 36.46 -11.53 -12.80 0.11
H 26.82 -10.28 -12.47 0.30
H 28.16 -7.17 -10.97 0.37
H 35.48 -11.12 -15.02 0.23
H 25.83 -12.13 -9.73 0.27
C 35.33 -11.30 -9.51 0.18
H 30.65 -15.52 -12.84 0.32
C 27.63 -7.96 -11.50 -1.65
H 35.07 -10.24 -9.51 0.02
H 34.67 -7.74 -11.31 0.21
H 30.14 -12.65 -10.65 0.21
H 34.49 -12.53 -13.43 0.16
I 32.89 -10.22 -12.90 -0.56
O 36.04 -13.12 -8.07 -0.57
O 36.42 -12.72 -15.95 -0.55
H 26.73 -8.17 -10.91 0.33
H 36.01 -11.17 -7.48 0.31
O 32.29 -7.72 -10.32 -0.38
C 28.50 -9.18 -11.66 1.01
H 31.65 -13.53 -11.09 0.25
H 33.15 -6.35 -9.12 0.29
H 26.07 -12.30 -11.46 0.33
C 29.84 -14.65 -11.32 -0.67
O 30.54 -12.86 -12.68 -0.52
H 27.32 -7.59 -12.48 0.41
H 29.75 -8.09 -12.86 0.32
H 36.10 -7.98 -9.54 0.27
H 37.24 -11.06 -15.09 0.37
N 29.33 -9.02 -12.89 -0.81
H 37.26 -13.01 -13.46 0.33
H 36.31 -11.39 -10.01 0.27
C 34.64 -7.05 -10.46 -0.20
C 33.21 -6.67 -10.16 -0.51
C 27.69 -10.45 -11.81 -0.72
H 35.57 -13.17 -15.94 0.32
H 32.53 -8.20 -11.13 0.10
H 35.63 -13.62 -8.79 0.34
H 35.20 -6.14 -10.70 0.33
O 35.22 -7.67 -9.31 -0.56
O 34.36 -12.07 -10.21 -0.31
C 36.41 -12.33 -13.55 -0.11
```


No. 8
Computed, not measured: a 4-piece molecular cluster, C12H35N3O4 overall, with ωB97M-V/def2-TZVPD.

Calculated values
multiplicity	1
LUMO level	0.685	eV
relative energy (zero: lowest compared OMol25 entry of this formula, charge and spin)	93.3	kJ/mol
E_tot	-25670.1331	eV
Kohn-Sham gap	9.786	eV
SMILES string	COC[C@H](C)N.COC[C@H](C)N.COC[C@H](C)N.O

```
54
Properties=species:S:1:pos:R:3:mulliken_charge:R:1
N -2.72 -5.07 -0.28 -0.69
H -3.70 -5.24 -0.04 0.28
H -3.43 -0.09 -3.61 0.31
H 1.39 -2.76 1.36 0.40
C 2.39 3.52 0.63 1.35
H -2.62 -4.77 -1.28 0.26
O -0.53 -2.32 0.80 -0.22
H -2.90 -3.00 0.40 0.11
H 2.97 4.34 -1.30 0.34
H -1.85 -5.20 2.26 0.34
C -0.92 -3.49 0.07 -0.82
H 1.64 2.83 0.25 -0.47
C -1.51 0.63 -2.86 0.01
H 0.98 4.59 1.68 0.26
H 3.84 0.74 3.25 0.33
H 3.99 2.97 -0.79 0.36
H -2.08 -3.44 2.62 0.29
H -0.52 1.15 1.43 0.04
H 2.15 0.26 2.91 0.36
C -2.04 1.07 -1.48 -0.70
N -0.94 -0.68 -2.78 -0.62
O 1.88 0.60 -1.13 -0.65
H 0.93 0.78 -0.97 0.31
H -0.18 -0.69 -2.12 0.28
H -0.66 1.22 -3.11 0.49
H 0.97 -1.04 1.18 -0.11
H -3.45 -4.49 2.35 0.38
H 3.74 3.05 2.27 0.39
H -1.76 -0.01 0.98 0.15
H 3.44 -0.53 2.07 0.26
O 3.13 1.34 1.41 -0.29
C 3.15 0.42 2.51 -0.90
C -2.69 0.69 -3.89 -1.37
H 1.98 2.73 2.56 0.39
H -2.47 2.06 -1.62 0.30
C -1.38 1.01 0.81 -0.55
H 4.09 4.59 0.03 0.43
H 1.93 5.50 0.57 0.26
H 2.30 0.86 -0.29 0.35
O -0.96 1.16 -0.57 -0.11
H -1.62 -1.30 -2.42 0.27
C 0.85 -2.02 0.75 -0.67
H 1.24 -1.97 -0.25 0.45
C 3.44 3.83 -0.42 -1.52
H -3.17 1.65 -3.89 0.38
H -0.83 -3.21 -1.02 0.32
C -2.30 -3.89 0.55 0.71
H -2.82 0.38 -1.09 0.40
N 1.89 4.76 1.24 -0.64
H -0.22 -4.28 0.31 0.40
C -2.42 -4.27 2.01 -1.40
C 2.82 2.69 1.84 -0.90
H -2.33 0.53 -4.94 0.33
H -2.12 1.78 1.07 0.38
```